No. 1
Here is an isolated molecule of C5H10N2O3 at a distorted geometry from the OMol25 dataset. Energies are from ωB97M-V with the def2-TZVPD basis set.

## Properties
HOMO level, eV: -9.23
Electronic energy, eV: -14470.6159
SMILES: C[C@H](NC(=O)CN)C(=O)O
Gap between HOMO and LUMO, hartree: 0.364

```
20
C5H10N2O3 ωB97M-V with the def2-TZVPD basis set
C 1.97 -1.64 1.11
C 0.58 -1.01 1.17
C -1.10 0.32 -0.13
C -1.01 1.09 -1.42
C -1.39 1.24 1.09
H 3.62 -1.35 -0.14
H 2.31 -2.14 -0.89
H 1.82 -2.75 1.31
H 2.58 -1.23 1.90
H 0.85 -0.36 -0.73
H -1.87 -0.44 -0.23
H -0.58 1.92 1.29
H -2.31 1.75 1.00
H -1.45 0.65 2.02
H -1.84 2.33 -2.48
N 2.63 -1.46 -0.19
N 0.20 -0.43 0.01
O -0.06 -1.17 2.22
O -0.10 1.07 -2.20
O -2.00 1.95 -1.61
```

No. 2
Here is an isolated molecule of C5H10N2O3 at a distorted geometry from the OMol25 dataset. Energies are from ωB97M-V with the def2-TZVPD basis set.

## Properties
HOMO level, eV: -8.72
Electronic energy, eV: -14466.6476
SMILES: C/C(O)=N\N1[C@H](O)[C@@]1(C)O
Gap between HOMO and LUMO, hartree: 0.347

```
20
C5H10N2O3 ωB97M-V with the def2-TZVPD basis set
C 0.97 0.66 0.94
C 1.42 -0.63 0.15
C -2.12 -0.25 -0.06
C 2.53 -0.61 -0.93
C -2.45 1.19 -0.10
N 0.16 0.10 -0.16
N -0.98 -0.75 0.05
O 1.52 1.89 0.65
O 1.19 -1.87 0.73
O -3.18 -1.10 -0.03
H 0.70 0.65 1.93
H 2.24 -0.19 -1.89
H 2.88 -1.57 -0.94
H 3.32 0.08 -0.40
H -2.39 1.65 -1.17
H -1.86 1.66 0.63
H -3.64 1.30 0.03
H 2.20 1.77 -0.07
H 0.29 -1.96 0.49
H -2.81 -2.03 0.16
```

No. 3
Here is a structure of composition C5H10N2O5S at a distorted geometry from the OMol25 dataset. Energies are from ωB97M-V with the def2-TZVPD basis set.

## Properties
HOMO level, eV: -7.84
Electronic energy, eV: -29397.0580
Gap between HOMO and LUMO, hartree: 0.306

```
23
C5H10N2O5S ωB97M-V with the def2-TZVPD basis set
C -1.10 -1.26 0.15
C -1.51 -0.07 -0.51
C 1.12 -0.31 -0.41
C 2.05 0.38 0.58
C 1.85 -0.76 -1.68
N 0.38 -1.40 0.15
N -0.13 0.54 -0.81
O -2.04 0.49 2.02
O -1.80 -2.21 0.79
O -3.40 2.51 1.23
O -1.02 2.31 0.73
O -2.57 0.71 -0.40
S -2.32 1.58 1.06
H 2.52 1.29 0.29
H 2.81 -0.35 1.01
H 1.37 0.68 1.47
H 2.36 0.12 -2.08
H 1.11 -1.45 -2.10
H 2.73 -1.29 -1.35
H 0.67 -2.34 0.24
H -0.40 1.61 0.21
H -2.63 -1.91 1.01
H -0.03 1.12 -1.61
```

No. 4
Here is a cluster of 2 separate species, C5H10N2S in total at a distorted geometry from the OMol25 dataset. Energies are from ωB97M-V with the def2-TZVPD basis set.

## Properties
HOMO level, eV: -8.53
Electronic energy, eV: -19160.4544
SMILES: CC/C=C/N.N=C=S
Gap between HOMO and LUMO, hartree: 0.341

```
18
C5H10N2S ωB97M-V with the def2-TZVPD basis set
C -0.20 1.58 -0.51
C -2.80 -0.16 -0.03
C 0.32 -2.09 0.31
C 0.30 -0.88 -0.62
C -0.13 0.37 0.00
N -0.61 2.70 0.19
N -2.88 1.01 -0.24
S -3.33 -1.59 0.22
H -0.17 1.87 -1.59
H -0.61 -2.21 0.97
H 0.48 -3.07 -0.33
H 1.20 -1.88 1.01
H 1.26 -0.71 -1.12
H -0.43 -1.03 -1.39
H -0.24 0.51 1.07
H -0.23 3.52 -0.03
H -0.42 2.57 1.16
H -2.28 1.84 -0.34
```

No. 5
Here is a cluster of 4 separate species, C5H10N2S in total at a distorted geometry from the OMol25 dataset. Energies are from ωB97M-V with the def2-TZVPD basis set.

## Properties
HOMO level, eV: -8.79
Electronic energy, eV: -19155.7159
Gap between HOMO and LUMO, hartree: 0.338

```
18
C5H10N2S ωB97M-V with the def2-TZVPD basis set
C -1.73 -0.97 0.43
C -0.90 0.36 0.54
C -0.79 1.11 -0.92
C 1.48 -0.31 0.03
C 0.47 0.16 1.11
H -2.20 -1.18 -1.02
H -0.60 -2.04 0.84
H -2.82 -0.75 1.40
H -1.28 1.11 1.08
H -1.56 1.90 -1.32
H -0.79 0.22 -1.60
H 2.00 0.13 -1.73
H 2.57 -1.52 -0.65
H 0.61 -0.53 1.98
H 0.78 1.16 1.63
N 1.91 0.64 -0.90
N 2.04 -1.41 0.22
S 0.83 1.91 -1.11
```

No. 6
Here is a structure of composition C5H10N2S at a distorted geometry from the OMol25 dataset. Energies are from ωB97M-V with the def2-TZVPD basis set.

## Properties
HOMO level, eV: -8.43
Electronic energy, eV: -19156.3856
Gap between HOMO and LUMO, hartree: 0.309

```
18
C5H10N2S ωB97M-V with the def2-TZVPD basis set
C -1.46 1.93 -0.10
C -1.37 -0.34 0.09
C -2.17 -1.46 -0.35
C 0.15 -0.45 0.43
C 1.37 0.12 0.00
H -2.04 2.92 -0.16
H -0.88 2.02 0.87
H -0.57 1.82 -0.96
H -1.93 -1.66 -1.54
H -2.00 -2.22 0.38
H -3.16 -1.09 -0.43
H 0.26 -1.39 1.05
H 1.52 1.11 -0.32
H 2.79 -1.89 0.01
H 4.87 0.32 1.31
N -2.12 0.72 0.01
N 2.59 -0.77 -0.05
S 4.15 0.33 -0.25
```

No. 7
Here is a structure of composition C5H10N2S at a distorted geometry from the OMol25 dataset. Energies are from ωB97M-V with the def2-TZVPD basis set.

## Properties
HOMO level, eV: -8.69
Electronic energy, eV: -19156.2035
Gap between HOMO and LUMO, hartree: 0.324

```
18
C5H10N2S ωB97M-V with the def2-TZVPD basis set
C -1.28 0.48 0.01
C -0.30 1.34 -0.81
C 1.84 -0.11 -0.21
C 0.57 -1.12 0.05
C -0.49 -0.39 0.88
H -2.65 -1.50 0.41
H -2.07 0.93 0.65
H -0.40 2.39 -1.28
H -0.19 0.63 -1.75
H 1.38 1.93 0.49
H 2.76 -0.05 0.52
H 2.37 -0.44 -1.16
H 0.22 -1.23 -0.89
H -0.15 -2.00 1.83
H -0.05 0.25 1.75
N 1.19 1.24 -0.30
N -0.44 -1.77 0.92
S -2.31 -0.57 -1.12
```

No. 8
Here is the ion C5H10N3 with charge +1 at a distorted geometry from the OMol25 dataset. Energies are from ωB97M-V with the def2-TZVPD basis set.

## Properties
Charge: +1
HOMO level, eV: -14.81
Electronic energy, eV: -9805.6110
Gap between HOMO and LUMO, hartree: 0.342

```
18
C5H10N3 ωB97M-V with the def2-TZVPD basis set
C 0.47 1.22 -0.05
C 0.41 -1.11 -0.22
C -0.48 -0.03 -0.08
C -1.57 -0.02 -1.09
C -1.12 0.20 1.36
N 1.76 1.11 -0.10
N 3.20 -0.68 0.05
N 2.20 -0.12 -0.15
H 0.06 2.19 -0.13
H 0.61 -1.64 0.67
H 0.45 -1.77 -1.17
H -2.40 0.80 -1.14
H -2.21 -0.91 -1.06
H -1.36 0.02 -2.18
H -1.94 -0.44 1.34
H -1.57 1.25 1.34
H -0.58 0.03 2.33
H 4.07 -0.10 0.30
```

No. 9
Here is the ion C5H10N3 with charge +1 at a distorted geometry from the OMol25 dataset. Energies are from ωB97M-V with the def2-TZVPD basis set.

## Properties
Charge: +1
HOMO level, eV: -12.51
Electronic energy, eV: -9811.5425
SMILES: [NH3+]CCc1c[nH]cn1
Gap between HOMO and LUMO, hartree: 0.344

```
18
C5H10N3 ωB97M-V with the def2-TZVPD basis set
C 1.22 0.88 -0.97
C 0.54 -0.49 -1.05
C -0.60 -0.58 -0.10
C -1.76 -1.27 -0.18
N -2.50 -0.87 0.92
C -1.76 0.06 1.57
N -0.62 0.30 0.97
N 2.17 0.94 0.21
H 0.49 1.67 -0.84
H 1.77 1.06 -1.89
H 0.33 -0.67 -2.10
H 1.28 -1.23 -0.69
H -2.14 -2.03 -0.84
H -3.35 -1.30 1.23
H -2.15 0.61 2.41
H 2.54 1.90 0.23
H 1.62 0.75 1.06
H 2.92 0.27 0.05
```

No. 10
Here is the ion C5H10N3 with charge +1 at a distorted geometry from the OMol25 dataset. Energies are from ωB97M-V with the def2-TZVPD basis set.

## Properties
Charge: +1
HOMO level (alpha / beta), eV: -13.00 / -13.00
Electronic energy, eV: -9806.3422
SMILES: CC/N=C/C=C\N=[NH2+]
Gap between HOMO and LUMO (alpha / beta), hartree: 0.236 / 0.236

```
18
C5H10N3 ωB97M-V with the def2-TZVPD basis set
C -0.03 1.66 0.10
C -1.02 2.24 -0.72
C -0.08 0.20 0.14
C 2.44 -2.16 1.01
C 0.90 -1.78 1.22
N -1.87 1.35 -1.20
N 0.76 -0.51 0.75
N -2.83 1.62 -2.02
H 0.51 2.19 0.85
H -1.17 3.24 -0.99
H -0.86 -0.13 -0.53
H 2.80 -2.85 1.80
H 3.09 -1.25 1.27
H 2.58 -2.65 -0.03
H 0.72 -1.82 2.36
H 0.37 -2.67 0.73
H -3.41 0.81 -2.29
H -2.90 2.52 -2.45
```

No. 11
Here is the ion C5H10N3O with charge +1 at a distorted geometry from the OMol25 dataset. Energies are from ωB97M-V with the def2-TZVPD basis set.

## Properties
Charge: +1
HOMO level, eV: -12.80
Electronic energy, eV: -11855.3980
SMILES: CN/[NH+]=C\NC(C)=C=O
Gap between HOMO and LUMO, hartree: 0.335

```
19
C5H10N3O ωB97M-V with the def2-TZVPD basis set
C 0.19 1.11 1.23
C 0.53 1.41 -2.28
C -0.31 1.21 -1.24
C -1.76 0.60 -1.36
C 0.91 -2.41 1.02
N 0.08 1.71 0.02
N 0.34 -1.19 0.57
N 0.39 -0.16 1.51
O 1.34 1.61 -3.12
H 0.28 1.82 2.05
H 0.67 -0.91 -0.33
H -2.09 0.89 -2.32
H -2.29 1.01 -0.48
H -1.72 -0.50 -1.31
H 0.03 -3.21 1.22
H 1.57 -2.82 0.25
H 1.45 -2.43 2.07
H 0.13 2.72 0.02
H 0.26 -0.46 2.49
```

No. 12
Here is the ion C5H10N3O3 with charge -1 at a distorted geometry from the OMol25 dataset. Energies are from ωB97M-V with the def2-TZVPD basis set.

## Properties
Charge: -1
HOMO level (alpha / beta), eV: -3.84 / -1.44
Electronic energy, eV: -15955.0809
Gap between HOMO and LUMO (alpha / beta), hartree: 0.282 / 0.193

```
21
C5H10N3O3 ωB97M-V with the def2-TZVPD basis set
C 1.14 -1.31 -0.61
C 0.53 -0.59 -1.79
C 1.23 -0.39 0.58
C -0.80 0.00 -1.53
C -0.17 0.53 0.90
N -0.59 1.02 -0.47
N 0.15 1.64 1.76
N -1.21 -0.25 1.54
O -1.32 2.09 -0.54
O -1.75 0.19 2.56
O -1.76 -1.20 0.87
H 0.49 -2.18 -0.31
H 2.10 -1.52 -1.00
H 1.27 0.10 -2.18
H 0.38 -1.33 -2.50
H 1.35 -0.97 1.48
H 2.01 0.37 0.34
H -1.26 0.58 -2.32
H -1.46 -0.73 -1.13
H -0.43 2.57 1.65
H 0.09 1.35 2.73
```

No. 13
Here is a structure of composition C5H10N3S at a distorted geometry from the OMol25 dataset. Energies are from ωB97M-V with the def2-TZVPD basis set.

## Properties
Charge: +1
HOMO level (alpha / beta), eV: -12.02 / -12.02
Electronic energy, eV: -20644.8178
Gap between HOMO and LUMO (alpha / beta), hartree: 0.300 / 0.300

```
19
C5H10N3S ωB97M-V with the def2-TZVPD basis set
C -1.55 0.53 0.12
C -0.22 0.29 0.11
C -2.50 -0.53 -0.03
C 0.26 -1.09 0.14
C -3.93 -0.33 -0.30
N -2.10 -1.77 -0.04
N -0.83 -2.07 0.02
N 4.03 0.09 -0.18
S 1.87 -1.68 0.16
H -2.00 1.48 -0.06
H 0.53 1.10 -0.01
H -4.16 0.65 -0.56
H -4.35 -0.55 0.67
H -4.36 -1.07 -0.87
H -0.61 -3.01 -0.22
H 3.49 0.55 0.61
H 4.16 0.75 -0.94
H 4.97 -0.23 0.00
H 3.34 -0.68 -0.31
```